No. 1
# C29H18ClN4O6Tc

C29H18ClN4O6Tc as an isolated structure (ωB97M-V with the def2-TZVPD basis set, the OMol25 dataset).

ORCA input file:
```
! wB97M-V def2-TZVPD RIJCOSX def2/J DEFGRID3
* xyz 1 4
Tc 0.507 0.296 -0.920
O -1.296 5.773 2.921
C -0.438 4.938 3.054
O 0.307 4.988 4.129
C -0.133 3.844 2.091
C 0.902 2.950 2.318
C 1.113 1.957 1.373
N 0.326 1.898 0.297
C -0.687 2.740 0.066
C -0.942 3.756 0.968
C -1.467 2.449 -1.161
C -2.488 3.272 -1.599
C -3.167 2.948 -2.765
C -2.803 1.812 -3.465
C -1.773 1.032 -2.970
N -1.120 1.332 -1.849
C 2.139 0.886 1.449
C 3.102 0.847 2.441
C 4.038 -0.178 2.440
C 3.990 -1.134 1.443
C 3.001 -1.036 0.480
N 2.097 -0.059 0.477
H 1.512 3.018 3.207
H -1.749 4.463 0.845
H -2.753 4.161 -1.046
H -3.967 3.582 -3.121
H -3.303 1.527 -4.379
H -1.451 0.133 -3.479
H 3.134 1.607 3.208
H 4.797 -0.220 3.209
H 4.703 -1.945 1.403
H 2.919 -1.758 -0.322
O 3.078 0.932 -3.989
C 2.289 0.509 -3.185
O 1.804 1.170 -2.158
C 1.729 -0.894 -3.313
C 2.091 -1.739 -4.343
C 1.524 -3.003 -4.393
C 0.615 -3.373 -3.411
C 0.302 -2.473 -2.408
N 0.854 -1.257 -2.362
H 2.802 -1.382 -5.075
H 1.784 -3.691 -5.186
H 0.148 -4.347 -3.417
H -0.404 -2.702 -1.620
Cl -2.997 -5.631 4.209
C -2.507 -4.210 3.355
C -2.939 -2.967 3.794
C -2.539 -1.834 3.108
C -1.721 -1.940 1.987
C -1.301 -3.195 1.561
C -1.687 -4.336 2.243
C -1.299 -0.693 1.284
O -1.519 0.412 1.746
O -0.702 -0.894 0.121
H -3.579 -2.896 4.662
H -2.857 -0.853 3.432
H -0.660 -3.277 0.694
H -1.362 -5.316 1.923
*
```

As for the relative energy (zero: lowest compared OMol25 entry of this formula, charge and spin): 0.0000 eV. As for the HOMO energy (alpha / beta): -0.4140 / -0.4124 hartree. For the calculated total energy, the calculation gives -63328.4050 eV.


No. 2
# C29H18IrN6O4S

C29H18IrN6O4S as an isolated structure at a distorted geometry (ωB97M-V with the def2-TZVPD basis set, the OMol25 dataset).

ORCA input file:
```
! wB97M-V def2-TZVPD RIJCOSX def2/J DEFGRID3
* xyz 2 2
Ir -0.088 0.110 0.721
O 0.596 2.482 -2.905
C 0.250 1.867 -1.930
O 0.889 1.377 -0.977
C -1.313 1.624 -1.823
C -2.220 2.154 -2.724
C -3.563 1.837 -2.554
C -3.944 0.987 -1.522
C -2.949 0.518 -0.684
N -1.680 0.850 -0.822
C -3.244 -0.452 0.533
O -4.405 -0.702 0.723
O -2.203 -0.808 1.123
H -1.873 2.776 -3.533
H -4.313 2.242 -3.217
H -4.968 0.686 -1.361
C 0.356 4.574 2.052
C 0.445 3.369 1.344
N 0.094 2.212 1.862
C -0.343 2.163 3.137
C -0.513 3.333 3.915
C -0.138 4.560 3.335
C -1.073 3.222 5.222
C -1.388 2.014 5.748
C -1.130 0.811 5.034
C -1.351 -0.469 5.568
C -1.065 -1.579 4.808
C -0.579 -1.408 3.507
N -0.362 -0.216 2.996
C -0.621 0.886 3.717
H 0.669 5.496 1.584
H 0.830 3.359 0.334
H -0.232 5.470 3.911
H -1.249 4.128 5.782
H -1.846 1.934 6.721
H -1.739 -0.560 6.572
H -1.227 -2.574 5.191
H -0.376 -2.261 2.874
N 3.273 -2.705 0.720
C 3.765 -2.026 1.810
C 4.884 -2.216 2.603
C 5.089 -1.300 3.624
C 4.200 -0.240 3.856
C 3.076 -0.058 3.081
C 2.855 -0.963 2.041
N 1.865 -1.036 1.107
C 2.147 -2.077 0.322
C 1.303 -2.406 -0.794
C 1.476 -3.332 -1.797
S 0.188 -3.263 -2.912
C -0.519 -2.007 -1.976
N 0.158 -1.667 -0.928
H 3.707 -3.511 0.298
H 5.569 -3.034 2.433
H 5.958 -1.404 4.253
H 4.410 0.456 4.654
H 2.393 0.762 3.246
H 2.283 -4.023 -1.942
H -1.453 -1.563 -2.263
*
```

As for the relative energy (zero: lowest compared OMol25 entry of this formula, charge and spin): 4.0619 eV. As for the HOMO energy (alpha / beta): -0.5247 / -0.5249 hartree. For the calculated total energy, the calculation gives -61155.1301 eV.


No. 3
# C29H20AuCl5N3O4S3

C29H20AuCl5N3O4S3 as an isolated structure (ωB97M-V with the def2-TZVPD basis set, the OMol25 dataset).

ORCA input file:
```
! wB97M-V def2-TZVPD RIJCOSX def2/J DEFGRID3
* xyz 1 1
Au 0.454 -0.402 0.477
Cl -0.697 -2.440 0.511
C -1.674 -2.288 1.979
C -2.124 -3.434 2.595
C -2.930 -3.278 3.713
C -3.258 -2.010 4.170
C -2.782 -0.886 3.516
Cl -3.207 0.691 4.078
C -1.959 -1.004 2.397
S -1.363 0.446 1.585
H -1.860 -4.411 2.215
H -3.303 -4.150 4.231
H -3.878 -1.881 5.046
Cl 6.584 0.790 3.917
C 5.939 1.821 2.678
C 4.694 2.405 2.851
C 4.203 3.229 1.857
C 4.922 3.479 0.689
C 4.375 4.421 -0.367
C 3.454 3.723 -1.363
N 2.329 3.039 -0.716
C 1.331 3.637 0.023
C 0.552 2.643 0.505
N 1.073 1.443 0.052
C 2.155 1.723 -0.674
O 3.645 5.494 0.186
C 4.459 6.494 0.807
C 4.739 6.197 2.247
C 3.791 6.107 3.218
Cl 2.098 6.343 3.010
S 4.426 5.685 4.746
C 6.014 5.635 4.108
C 6.035 5.924 2.781
C 6.150 2.850 0.546
Cl 7.078 3.051 -0.918
C 6.678 2.032 1.531
H 4.125 2.219 3.750
H 3.251 3.721 2.002
H 5.208 4.805 -0.965
H 4.019 2.980 -1.925
H 3.041 4.455 -2.056
H 1.279 4.705 0.137
H -0.324 2.705 1.123
H 2.792 1.010 -1.163
H 3.916 7.431 0.690
H 5.405 6.581 0.264
H 6.845 5.392 4.749
H 6.938 5.942 2.187
H 7.641 1.562 1.396
O 1.386 -3.137 -1.242
C 2.259 -2.618 -0.589
N 2.238 -1.265 -0.217
S 3.495 -0.898 0.834
O 4.383 0.057 0.237
O 2.920 -0.578 2.115
C 4.215 -2.489 0.782
C 5.400 -2.899 1.361
C 5.810 -4.197 1.087
C 5.068 -5.028 0.248
C 3.890 -4.585 -0.338
C 3.473 -3.296 -0.056
H 5.975 -2.247 2.006
H 6.727 -4.567 1.525
H 5.423 -6.030 0.046
H 3.308 -5.213 -0.998
*
```

As for the relative energy (zero: lowest compared OMol25 entry of this formula, charge and spin): 0.0000 eV. As for the HOMO energy: -0.3988 hartree. For the calculated total energy, the calculation gives -141861.8415 eV.


No. 4
# C29H20BrIN4S2W

C29H20BrIN4S2W as an isolated structure at a distorted geometry (ωB97M-V with the def2-TZVPD basis set, the OMol25 dataset).

ORCA input file:
```
! wB97M-V def2-TZVPD RIJCOSX def2/J DEFGRID3
* xyz 4 3
W -0.215 -0.909 -0.256
S -5.696 2.346 2.458
C -7.171 1.882 1.747
C -7.026 1.563 0.444
C -5.665 1.599 0.047
C -4.829 1.831 1.093
C -3.331 1.958 1.106
C -2.754 0.827 0.657
N -1.324 0.709 0.596
C -0.632 1.723 1.126
C -1.157 2.900 1.638
C -0.262 3.930 2.047
C 1.091 3.795 2.063
C 1.619 2.578 1.438
C 3.099 2.529 1.172
C 3.562 1.338 0.468
C 2.549 0.375 0.062
N 1.284 0.476 0.392
C 0.798 1.578 1.009
C 4.849 1.205 -0.181
C 5.016 0.934 -1.481
C 6.379 0.945 -1.885
C 7.151 1.357 -0.845
S 6.382 1.599 0.593
C -2.573 2.899 1.878
H -7.977 1.747 2.486
H -7.919 1.510 -0.115
H -5.367 1.338 -0.898
H -3.272 0.093 0.014
H -0.743 4.838 2.275
H 1.769 4.530 2.414
H 3.940 2.936 1.746
H 2.805 -0.682 -0.239
H 4.207 0.598 -2.108
H 6.781 0.934 -2.901
H 8.165 1.551 -1.049
H -3.125 3.589 2.497
N -0.671 0.852 -3.904
C -0.762 -0.527 -4.228
C -0.910 -1.169 -3.132
N -0.898 -0.248 -2.055
C -0.841 0.976 -2.595
H -0.940 1.528 -4.639
H -0.761 -0.839 -5.211
H -1.103 -2.201 -2.913
H -0.787 1.860 -1.968
Br 1.296 -2.909 -1.015
C 0.741 -4.485 -0.132
C 1.460 -5.631 -0.357
C 1.228 -6.739 0.460
C 0.430 -6.692 1.538
C -0.147 -5.436 1.956
C -0.010 -4.409 1.047
I -1.225 -2.784 1.502
H 2.172 -5.568 -1.143
H 1.745 -7.620 0.220
H 0.242 -7.504 2.165
H -0.665 -5.404 2.895
*
```

As for the HOMO energy (alpha / beta): -0.6355 / -0.6344 hartree. For the calculated total energy, the calculation gives -137953.1921 eV.


No. 5
# C29H20Cl3INO3PTa

C29H20Cl3INO3PTa as an isolated structure at a distorted geometry (ωB97M-V with the def2-TZVPD basis set, the OMol25 dataset).

ORCA input file:
```
! wB97M-V def2-TZVPD RIJCOSX def2/J DEFGRID3
* xyz 3 1
Ta -1.541 0.861 0.392
O -0.885 2.151 1.987
C -0.622 1.058 2.587
O -1.397 0.051 2.219
C 0.687 0.767 3.180
C 1.053 0.764 4.509
C 2.359 0.408 4.828
C 3.258 0.049 3.833
C 2.878 0.048 2.495
C 1.584 0.411 2.151
P 1.090 0.555 0.397
C 1.560 -0.916 -0.490
C 1.665 -2.136 0.186
C 2.046 -3.269 -0.515
C 2.306 -3.188 -1.878
C 2.174 -1.979 -2.555
C 1.794 -0.838 -1.868
C 1.901 1.998 -0.283
C 1.264 3.239 -0.306
C 1.937 4.355 -0.774
C 3.252 4.234 -1.204
C 3.896 3.002 -1.166
C 3.225 1.878 -0.711
H 0.347 1.035 5.284
H 2.671 0.408 5.864
H 4.267 -0.237 4.099
H 3.592 -0.235 1.730
H 1.475 -2.199 1.250
H 2.153 -4.213 0.003
H 2.619 -4.072 -2.418
H 2.382 -1.924 -3.615
H 1.699 0.105 -2.395
H 0.260 3.359 0.083
H 1.446 5.319 -0.793
H 3.781 5.106 -1.567
H 4.924 2.916 -1.492
H 3.730 0.920 -0.702
Cl -4.258 -4.283 -3.540
C -3.500 -2.872 -2.959
C -3.000 -1.951 -3.846
C -2.367 -0.770 -3.399
I -1.590 0.615 -4.719
C -2.276 -0.575 -2.053
O -1.732 0.502 -1.394
C -2.757 -1.494 -1.138
N -2.562 -1.159 0.183
C -3.015 -2.002 1.122
C -3.671 -3.179 0.792
C -3.860 -3.519 -0.534
C -3.392 -2.665 -1.548
H -3.098 -2.136 -4.907
H -2.838 -1.729 2.154
H -4.026 -3.822 1.585
H -4.363 -4.442 -0.797
Cl -3.920 1.726 1.419
C -3.826 3.285 0.555
Cl -2.388 3.180 -0.527
H -3.684 4.088 1.268
H -4.707 3.411 -0.064
*
```

As for the HOMO energy: -0.6197 hartree. For the calculated total energy, the calculation gives -94514.4598 eV.


No. 6
# C29H20F10N5Pt

C29H20F10N5Pt as an isolated structure (ωB97M-V with the def2-TZVPD basis set, the OMol25 dataset).

ORCA input file:
```
! wB97M-V def2-TZVPD RIJCOSX def2/J DEFGRID3
* xyz -1 1
Pt 0.682 -0.597 -0.278
C 1.161 -0.970 2.686
N 1.638 -1.474 1.359
C 3.027 -1.010 1.172
C 3.034 0.524 0.870
N 1.677 1.054 0.883
C 1.482 2.387 0.854
C 2.313 3.371 0.281
F 3.453 3.007 -0.350
C 2.001 4.718 0.267
F 2.838 5.584 -0.326
C 0.824 5.180 0.818
F 0.510 6.489 0.791
C -0.020 4.258 1.415
F -1.145 4.684 2.008
C 0.313 2.924 1.447
F -0.502 2.093 2.120
C 1.436 -2.938 1.365
C -0.033 -3.249 1.678
N -0.873 -2.378 0.891
C -2.193 -2.331 1.095
C -2.954 -2.757 2.219
F -2.332 -3.291 3.301
C -4.327 -2.637 2.315
F -4.949 -3.056 3.431
C -5.069 -2.065 1.303
F -6.407 -1.928 1.406
C -4.388 -1.632 0.178
F -5.082 -1.099 -0.841
C -3.024 -1.771 0.077
F -2.451 -1.381 -1.076
H 1.598 -1.609 3.460
H 0.077 -1.020 2.726
H 1.460 0.059 2.810
H 3.433 -1.557 0.322
H 3.624 -1.260 2.058
H 3.554 0.658 -0.085
H 3.645 1.028 1.633
H 2.093 -3.397 2.113
H 1.705 -3.313 0.384
H -0.162 -3.179 2.761
H -0.193 -4.312 1.442
C -2.327 3.889 -1.000
C -1.414 3.868 -2.048
C -0.687 2.720 -2.320
C -0.875 1.603 -1.518
C -1.770 1.613 -0.461
C -2.510 2.762 -0.215
N -0.114 0.409 -1.755
N 0.042 0.108 -2.957
C 0.795 -1.057 -3.082
C 1.077 -1.501 -4.373
C 1.844 -2.636 -4.535
C 2.312 -3.287 -3.392
C 2.011 -2.831 -2.120
C 1.222 -1.689 -1.894
H -2.882 4.794 -0.787
H -1.260 4.755 -2.649
H 0.032 2.683 -3.126
H -1.888 0.739 0.162
H -3.207 2.776 0.613
H 0.690 -0.942 -5.216
H 2.087 -3.010 -5.522
H 2.924 -4.176 -3.502
H 2.425 -3.394 -1.290
*
```

As for the HOMO energy: -0.1439 hartree. For the calculated total energy, the calculation gives -68267.1597 eV.


No. 7
# C29H21BClF2HfN6OS

C29H21BClF2HfN6OS as an isolated structure at a distorted geometry (ωB97M-V with the def2-TZVPD basis set, the OMol25 dataset).

ORCA input file:
```
! wB97M-V def2-TZVPD RIJCOSX def2/J DEFGRID3
* xyz 1 1
Hf 0.253 0.050 0.110
Cl 4.834 -4.822 3.017
C 3.993 -3.442 2.429
C 4.671 -2.492 1.651
C 4.006 -1.391 1.179
C 2.620 -1.215 1.392
O 2.027 -0.163 0.907
C 1.929 -2.201 2.166
C 0.527 -2.172 2.377
N -0.326 -1.396 1.771
C -1.695 -1.519 2.005
C -2.318 -2.507 2.750
C -3.696 -2.489 2.982
C -4.474 -1.460 2.526
C -3.899 -0.454 1.725
C -4.642 0.634 1.221
C -4.034 1.533 0.382
C -2.700 1.317 0.015
N -1.963 0.333 0.496
C -2.518 -0.524 1.392
C 2.658 -3.288 2.702
H 5.714 -2.649 1.420
H 4.525 -0.650 0.589
H 0.167 -2.909 3.095
H -1.752 -3.322 3.170
H -4.133 -3.294 3.550
H -5.528 -1.420 2.751
H -5.679 0.743 1.503
H -4.565 2.387 -0.010
H -2.208 1.974 -0.697
H 2.143 -4.033 3.291
N 2.489 3.162 2.026
C 1.622 2.564 1.201
S 0.153 1.993 1.899
N 1.909 2.529 -0.087
N 1.108 1.798 -0.869
C 1.165 1.915 -2.171
C 2.038 2.883 -2.868
C 3.421 2.737 -2.837
C 4.228 3.664 -3.472
C 3.662 4.750 -4.121
C 2.285 4.900 -4.154
C 1.472 3.963 -3.543
C 0.283 1.042 -2.925
C 0.424 0.862 -4.309
C -0.427 -0.004 -4.961
C -1.419 -0.649 -4.228
C -1.494 -0.416 -2.871
N -0.658 0.387 -2.209
H 2.270 3.225 3.007
H 3.374 3.491 1.679
H 3.853 1.888 -2.330
H 5.301 3.533 -3.467
H 4.297 5.478 -4.603
H 1.841 5.743 -4.666
H 0.397 4.076 -3.563
H 1.193 1.390 -4.848
H -0.328 -0.178 -6.019
H -2.108 -1.324 -4.706
H -2.251 -0.903 -2.268
F 1.354 -2.984 -0.750
B 0.835 -1.780 -0.998
F 1.851 -1.052 -1.640
*
```

As for the relative energy (zero: lowest compared OMol25 entry of this formula, charge and spin): 1.5027 eV. As for the HOMO energy: -0.3873 hartree. For the calculated total energy, the calculation gives -72178.4462 eV.


No. 8
# C29H21BrI2N5OW

C29H21BrI2N5OW as an isolated structure at a distorted geometry (ωB97M-V with the def2-TZVPD basis set, the OMol25 dataset).

ORCA input file:
```
! wB97M-V def2-TZVPD RIJCOSX def2/J DEFGRID3
* xyz 1 1
W -0.618 -0.171 -0.595
I -3.209 3.868 5.309
C -2.559 2.481 3.903
C -3.264 1.294 3.728
C -2.815 0.375 2.798
I -3.837 -1.414 2.545
C -1.680 0.632 2.033
O -1.259 -0.337 1.174
C -0.987 1.824 2.192
C 0.168 2.277 1.328
N 0.804 1.241 0.468
C 1.723 1.900 -0.487
C 2.019 1.010 -1.658
C 3.155 1.143 -2.436
C 3.305 0.329 -3.547
C 2.328 -0.610 -3.847
C 1.236 -0.708 -3.012
N 1.085 0.094 -1.948
C -1.434 2.740 3.145
H -4.148 1.087 4.313
H 0.938 2.737 1.953
H -0.207 3.043 0.649
H 1.349 0.627 1.072
H 2.643 2.232 -0.002
H 1.208 2.784 -0.870
H 3.903 1.877 -2.174
H 4.184 0.421 -4.171
H 2.414 -1.267 -4.700
H 0.457 -1.443 -3.172
H -0.896 3.670 3.278
N -3.189 -9.784 1.919
C -2.874 -8.741 1.558
C -2.477 -7.433 1.106
C -2.247 -6.422 2.036
C -1.858 -5.168 1.599
C -1.713 -4.916 0.237
C -1.951 -5.928 -0.687
C -2.325 -7.189 -0.256
C -1.299 -3.557 -0.204
C -2.218 -2.803 -0.926
C -3.509 -3.207 -1.316
C -4.084 -2.166 -2.024
C -3.146 -1.137 -2.034
N -2.012 -1.490 -1.388
C 0.001 -3.165 0.132
C 1.023 -3.987 0.655
C 2.175 -3.228 0.707
C 1.825 -1.961 0.225
N 0.530 -1.903 -0.121
H -2.372 -6.622 3.091
H -1.676 -4.375 2.313
H -1.831 -5.731 -1.745
H -2.501 -7.983 -0.968
H -3.959 -4.159 -1.088
H -5.063 -2.136 -2.470
H -3.241 -0.156 -2.470
H 0.915 -5.025 0.924
H 3.152 -3.538 1.036
H 2.472 -1.103 0.108
Br -1.681 1.902 -1.534
*
```

As for the HOMO energy (alpha / beta): -0.3834 / -0.3841 hartree. For the calculated total energy, the calculation gives -127977.5586 eV.